# 1
DFT (ωB97M-V with the def2-TZVPD basis set) results for C12H17F6O7S2Si2 as an isolated structure at a distorted geometry.

Calculated values
HOMO level = -6.14 eV
net charge = -1
orbital gap = 8.261 eV

```
46
Properties=species:S:1:pos:R:3:forces:R:3:lowdin_charge:R:1
C 2.180 2.613 -0.240 -0.996 -0.514 -0.877 -0.070
C 1.008 1.499 -0.426 0.409 2.319 -0.265 -0.301
O 1.424 0.170 -0.014 -1.908 -0.780 -1.139 -0.281
Si 0.169 -1.006 -0.158 1.469 -0.054 0.334 0.539
C -1.135 -0.651 -1.507 -1.353 -0.207 -0.872 -0.228
C -2.655 -0.742 -1.031 -3.821 -0.215 0.314 -0.206
C -3.720 -0.961 -2.173 -1.144 0.351 2.544 -0.052
C -5.244 -1.033 -1.940 3.147 0.489 2.819 -0.097
C -5.766 -0.916 -0.487 3.840 0.357 -1.042 -0.095
C -4.733 -0.695 0.662 0.298 -0.345 -3.001 -0.057
C -3.182 -0.599 0.414 -2.500 -0.535 -3.015 -0.014
O 0.983 -2.508 -0.601 1.185 2.652 -1.293 -0.377
Si 2.243 -2.227 -1.747 -3.053 -1.048 0.074 0.511
C 1.777 -1.092 -3.207 0.380 0.719 -0.984 -0.207
S 4.120 -1.611 -0.759 5.654 3.378 -3.131 0.705
O 5.290 -2.246 -1.512 -3.480 0.100 1.977 -0.403
O 4.349 -0.120 -0.810 -1.595 -3.217 0.980 -0.364
C 4.258 -2.224 1.010 0.891 -0.485 3.313 -0.469
F 4.354 -1.088 1.857 -0.317 -3.180 -2.015 0.070
F 3.193 -3.047 1.434 2.396 2.024 -1.094 0.066
F 5.453 -2.983 1.132 -2.940 1.884 -0.134 0.052
H 3.020 2.341 -0.964 -0.868 0.306 1.278 0.064
H 1.712 3.592 -0.643 0.737 -1.456 0.874 0.088
H 2.505 2.736 0.844 -0.463 -0.247 -1.543 0.073
H 0.087 1.868 0.156 1.297 -0.796 -0.698 0.114
H 0.750 1.539 -1.556 0.349 -0.308 1.668 0.094
H -0.376 -1.217 1.185 -0.098 -0.179 -0.143 0.028
H -1.013 0.348 -2.056 -0.025 -1.328 0.928 0.092
H -1.002 -1.465 -2.321 -0.209 1.246 1.288 0.084
H -3.345 -1.041 -3.259 -0.568 0.122 1.936 0.091
H -5.909 -1.162 -2.856 0.883 0.180 1.609 0.079
H -6.896 -0.959 -0.332 1.922 0.084 0.096 0.078
H -5.192 -0.604 1.715 1.165 -0.102 -1.815 0.088
H -2.467 -0.404 1.276 -1.188 -0.221 -1.230 0.073
H 2.561 -3.548 -2.337 0.239 0.166 0.316 0.009
H 1.444 -0.040 -2.916 0.455 -1.457 -0.316 0.037
H 0.949 -1.590 -3.839 1.212 0.624 1.180 0.060
H 2.681 -0.978 -3.923 -1.328 -0.189 1.248 0.065
C -0.683 2.795 4.844 -0.213 0.028 1.077 -0.622
F -0.510 4.034 5.367 0.016 -0.422 -0.523 0.092
F 0.076 1.962 5.598 -0.175 0.248 -0.582 0.092
F -1.972 2.459 5.100 0.470 0.083 -0.418 0.089
S -0.262 2.713 3.033 0.550 0.250 -2.011 0.452
O 1.142 3.102 2.949 -0.715 -0.202 0.718 -0.338
O -1.164 3.661 2.388 0.156 -0.417 0.893 -0.343
O -0.505 1.325 2.647 -0.161 0.294 0.675 -0.361
```
Forces are in eV/Å.

***

# 2
DFT (ωB97M-V with the def2-TZVPD basis set) results for C23H26N4O2PdS2 as an isolated structure.

Calculated values
HOMO level = -7.00 eV
orbital gap = 6.969 eV

```
58
Properties=species:S:1:pos:R:3:forces:R:3:lowdin_charge:R:1
Pd -0.636 0.154 -0.702 -0.210 -0.038 0.331 0.617
C -2.762 2.092 -1.745 0.007 0.021 -0.105 -0.063
N -1.976 1.761 -0.535 0.165 -0.114 0.360 -0.283
C -1.218 2.948 -0.089 -0.224 0.118 -0.077 -0.216
C -0.119 3.344 -1.075 0.125 -0.270 -0.045 -0.152
N 0.717 2.222 -1.554 0.227 0.274 -0.344 -0.209
C 0.699 2.083 -3.012 0.055 0.210 0.174 -0.091
C 2.040 2.192 -0.984 -0.290 -0.003 0.019 -0.290
C 3.113 2.799 -1.629 0.019 -0.029 -0.033 -0.041
C 4.387 2.774 -1.080 -0.035 -0.023 0.008 -0.099
C 4.580 2.135 0.137 -0.029 -0.012 0.023 -0.102
C 3.514 1.533 0.785 0.006 -0.022 0.041 -0.128
C 2.222 1.545 0.248 -0.009 -0.023 0.104 -0.590
S 0.895 0.779 1.121 0.245 0.164 -0.211 0.626
C -2.910 1.216 0.465 -0.036 0.274 -0.144 -0.292
C -3.431 1.998 1.480 0.054 -0.045 0.017 -0.028
C -4.358 1.454 2.361 -0.034 -0.067 -0.006 -0.086
C -4.769 0.141 2.193 0.018 0.019 -0.004 -0.091
C -4.253 -0.633 1.159 -0.023 -0.042 -0.044 -0.108
C -3.315 -0.111 0.275 -0.027 0.045 -0.019 -0.607
S -2.613 -1.048 -1.058 -0.070 -0.110 0.025 0.595
H -3.523 2.828 -1.471 0.001 0.037 -0.038 0.108
H -3.230 1.192 -2.130 -0.035 0.033 0.026 0.043
H -2.114 2.510 -2.512 -0.030 -0.030 0.030 0.068
H -0.796 2.708 0.879 0.083 0.035 0.067 0.062
H -1.888 3.812 0.009 -0.044 -0.035 0.001 0.123
H 0.494 4.089 -0.565 0.105 0.018 -0.024 0.133
H -0.547 3.844 -1.947 -0.046 0.004 0.024 0.112
H 1.048 2.978 -3.545 -0.013 0.013 -0.012 0.082
H -0.315 1.872 -3.343 -0.061 -0.040 -0.039 0.067
H 1.333 1.249 -3.304 0.050 -0.043 0.020 0.086
H 2.952 3.301 -2.577 0.020 -0.021 0.053 0.103
H 5.214 3.248 -1.593 -0.040 -0.010 0.009 0.097
H 5.564 2.100 0.588 -0.005 0.007 -0.020 0.099
H 3.671 1.029 1.731 -0.004 0.004 -0.010 0.093
H -3.108 3.023 1.603 -0.016 -0.032 0.021 0.106
H -4.750 2.055 3.172 0.018 -0.029 -0.034 0.101
H -5.488 -0.293 2.877 0.022 0.005 -0.028 0.102
H -4.565 -1.664 1.039 0.003 0.031 0.001 0.101
O 1.089 -4.104 4.616 0.018 -0.183 -0.026 -0.031
C 1.176 -4.994 3.520 -0.026 0.332 0.063 -0.235
N 1.067 -4.128 2.367 -0.041 -0.045 -0.069 0.098
C 1.174 -4.624 1.120 0.054 -0.090 -0.094 -0.441
O 1.381 -5.809 0.910 -0.022 0.037 0.029 0.069
C 1.039 -3.657 -0.026 -0.009 -0.027 0.245 -0.087
C 1.384 -4.093 -1.294 0.079 -0.109 -0.108 0.019
C 1.279 -3.217 -2.356 0.066 -0.004 -0.073 -0.024
C 0.807 -1.940 -2.124 0.064 0.089 0.049 -0.107
N 0.449 -1.523 -0.908 -0.060 -0.513 -0.008 -0.131
C 0.568 -2.368 0.125 0.071 0.248 -0.214 -0.090
H 1.118 -4.610 5.433 -0.002 0.013 -0.020 0.093
H 0.366 -5.725 3.519 -0.074 -0.039 -0.011 0.132
H 2.128 -5.527 3.496 0.087 -0.024 -0.009 0.130
H 0.948 -3.146 2.553 0.034 0.005 0.051 0.135
H 1.731 -5.111 -1.416 -0.004 0.018 -0.004 0.127
H 1.552 -3.508 -3.360 0.005 -0.017 -0.003 0.113
H 0.705 -1.218 -2.923 -0.069 -0.016 -0.022 0.110
H 0.278 -1.957 1.075 -0.113 0.052 0.105 0.076
```
Forces are in eV/Å.